14
Properties=species:S:1:pos:R:3:forces:R:3 method="wB97M-V/def2-TZVPD" total_charge=0 smiles=Cc1coc(N)c1 orbital_gap_ev=8.534
C 0.623736 0.835085 -2.045574 0.0 0.0 -0.1
C 0.010326 0.356900 -0.766288 -0.2 -0.1 -0.1
C -1.252670 -0.089433 -0.588707 0.1 0.1 -0.2
O -1.408952 -0.599828 0.678613 0.1 -0.1 0.1
C -0.216071 -0.473396 1.294378 0.1 0.0 -0.1
N -0.131344 -1.125203 2.505099 0.1 0.0 0.0
C 0.687506 0.150511 0.490925 0.0 -0.1 0.1
H 0.890244 1.897094 -2.022111 -0.1 -0.1 0.1
H -0.057017 0.669958 -2.886449 0.1 0.1 0.1
H 1.540811 0.269826 -2.248308 -0.1 0.1 0.0
H -2.125268 -0.140724 -1.221366 0.1 0.0 0.1
H -0.981889 -1.179134 3.041052 0.1 0.1 0.0
H 0.711839 -0.986177 3.034756 -0.1 0.1 0.0
H 1.708750 0.414520 0.733980 -0.2 -0.1 0.0


40
Properties=species:S:1:pos:R:3:forces:R:3 method="wB97M-V/def2-TZVPD" total_charge=+2 orbital_gap_ev="5.362 / 5.393" s_squared=2.004 multiplicity=3
C -3.693060 2.897514 -6.057893 -0.3 -0.2 -0.2
C -3.433249 1.831746 -5.032437 -2.2 -3.0 -0.1
H -4.537511 2.596338 -6.706662 0.5 0.1 0.4
H -2.791021 3.043922 -6.656503 -0.1 0.0 0.1
H -3.926046 3.834548 -5.546812 0.1 -0.1 0.0
O -4.030286 0.780124 -4.887358 2.0 3.2 -0.2
I -1.760982 2.350992 -3.705605 0.1 -0.1 0.2
Pr 0.164186 0.274476 0.123452 -0.4 4.3 -1.1
P 1.904942 -1.049268 -1.563946 -1.1 1.0 1.2
C 2.058420 -2.764542 -1.390723 0.6 -1.8 -0.3
C 1.349566 -0.635804 -3.194214 -0.2 0.0 -0.9
H 3.399856 0.837615 -1.378921 0.0 -0.4 -0.1
H 4.122321 -0.653308 -2.081034 0.4 0.2 0.1
H 3.880465 -0.507518 -0.307688 0.0 0.0 -0.4
C 3.471544 -0.257100 -1.299249 0.8 0.1 0.1
H 1.211893 0.447566 -3.325739 0.2 -0.4 0.1
H 2.131927 -1.004250 -3.861468 -0.2 0.1 -0.4
H 2.783386 -3.065202 -2.145187 0.1 -0.7 0.0
H 1.100173 -3.277474 -1.561348 0.3 0.2 -0.1
H 0.394133 -1.132330 -3.425941 0.4 0.1 0.0
H 2.417345 -3.042842 -0.388734 0.0 0.1 -0.4
C -0.140891 -1.788681 0.866579 -3.4 -15.9 7.0
O -0.414514 -2.886280 1.427340 2.6 10.1 -5.1
Cl 0.810317 2.216282 -0.990298 1.1 2.7 -1.5
C -2.833517 -0.558759 4.375321 0.3 -0.2 0.4
N -1.370321 -0.324532 4.321652 0.7 0.6 -0.8
C -0.407556 -0.787652 5.218491 -1.3 0.4 -0.9
C 0.782423 -0.357075 4.817505 0.0 0.8 -1.3
N 0.599676 0.389489 3.648520 -0.8 0.0 -0.5
C 1.691025 1.046296 2.875148 -0.3 -0.3 0.6
C -0.747501 0.406274 3.340330 1.2 -1.4 2.4
Se -1.570660 1.229226 1.953890 -1.9 1.0 0.2
H -3.360513 0.391305 4.459346 0.1 0.0 0.0
H -3.060516 -1.171546 5.256920 0.2 0.2 -0.3
H -3.162623 -1.087962 3.481241 0.1 0.1 0.0
H -0.675339 -1.371964 6.047128 -0.3 -0.6 0.9
H 1.734012 -0.499293 5.227133 1.1 -0.2 0.5
H 2.207957 1.768416 3.526437 -0.2 -0.2 -0.4
H 2.406984 0.284323 2.538920 -0.1 0.1 0.2
H 1.293557 1.596920 2.002405 0.0 0.1 0.7


56
Properties=species:S:1:pos:R:3:forces:R:3 method="wB97M-V/def2-TZVPD" total_charge=-1 orbital_gap_ev=5.446
Sc -0.469992 0.062510 0.352764 -0.3 0.2 0.3
O -1.511106 -4.131305 -0.734449 0.0 0.0 0.0
C -1.417981 -2.808549 -0.663914 0.0 0.0 0.0
O -1.434295 -2.187836 0.371179 0.0 0.0 0.0
C -1.294573 -2.122801 -1.983738 0.0 0.0 0.0
C -1.261446 -2.759434 -3.210116 0.0 0.0 0.0
C -1.055899 -1.977879 -4.337613 0.0 0.0 0.0
C -0.894551 -0.608940 -4.195128 0.0 -0.1 0.0
C -0.957781 -0.065958 -2.919875 0.0 0.1 0.0
N -1.160921 -0.812281 -1.846937 0.0 -0.1 0.0
C -0.760280 1.379909 -2.542190 0.0 0.0 0.0
O -0.737686 2.308210 -3.488343 0.0 0.0 0.0
O -0.649233 1.672914 -1.382332 0.0 0.0 0.0
H -1.536323 -4.464047 0.177203 0.0 0.0 0.0
H -1.368556 -3.832511 -3.267834 0.0 0.0 0.0
H -1.003286 -2.433183 -5.316810 0.0 0.0 0.0
H -0.695215 0.000128 -5.067026 0.0 0.0 0.0
H -0.878800 1.932449 -4.364289 0.0 0.0 0.0
S 1.566822 -0.803686 -0.850161 0.1 0.0 0.0
C 2.668284 -1.402549 0.387852 0.0 0.0 0.0
C 3.956837 -1.791121 0.013585 -0.1 0.0 0.0
C 4.855578 -2.295572 0.937751 0.0 0.0 0.0
C 4.468240 -2.429983 2.266725 0.0 0.0 0.0
C 3.198227 -2.038004 2.652508 0.0 0.0 0.0
C 2.284465 -1.508547 1.734946 0.0 0.0 0.0
S 0.738357 -0.913721 2.327070 0.1 -0.1 0.0
H 4.242894 -1.676145 -1.024940 0.0 0.0 0.0
H 5.851244 -2.583650 0.622905 0.0 0.0 0.0
H 5.156329 -2.831147 3.001260 0.0 0.0 0.0
H 2.891400 -2.121726 3.688401 0.0 0.0 0.0
O -6.755580 3.304511 1.599910 0.0 0.0 0.0
C -6.690099 2.197575 1.044801 0.1 0.0 0.1
O -7.571281 1.453261 0.575162 0.0 0.0 0.0
C -5.248917 1.626179 0.913771 0.0 0.0 0.0
C -5.041939 0.405612 0.281212 0.0 0.0 0.0
C -3.760481 -0.082808 0.154626 0.0 0.0 0.0
N -2.686019 0.569522 0.615279 0.0 0.0 0.0
C -2.881933 1.747898 1.235925 0.1 0.0 0.0
C -4.136926 2.300462 1.403875 0.0 0.0 0.0
C -1.621040 2.444562 1.721396 0.0 0.0 -0.1
O -1.681651 3.479555 2.340995 0.0 0.0 0.0
O -0.522189 1.807208 1.403305 0.0 -0.2 -0.1
H -5.903140 -0.130485 -0.093787 0.0 0.0 0.0
H -3.572684 -1.032120 -0.332112 0.0 0.0 0.0
H -4.254884 3.253527 1.899264 0.0 0.0 0.0
S 2.357800 3.274586 -1.165343 0.0 0.0 0.0
C 3.146415 2.462361 0.052351 0.0 0.0 0.0
N 2.462117 2.146692 1.214411 0.0 0.1 -0.2
C 3.032397 1.561239 2.275884 0.0 0.0 0.1
C 4.350776 1.228938 2.231491 0.0 0.0 0.0
C 5.004243 1.496636 1.015785 0.0 0.0 0.0
N 4.456296 2.083138 -0.017495 0.0 0.0 0.0
H 1.462541 2.352802 1.231295 0.0 0.0 0.1
H 2.381530 1.359030 3.114506 0.0 0.0 0.0
H 4.840032 0.730904 3.052271 0.0 0.0 0.0
H 6.043859 1.203670 0.892768 0.0 0.0 0.0


51
Properties=species:S:1:pos:R:3:forces:R:3 method="wB97M-V/def2-TZVPD" total_charge=0 orbital_gap_ev=6.847
Hg 0.275866 -0.006851 -0.599594 1.0 -0.9 -0.5
Cl 1.198191 -2.007783 -0.903469 2.3 -6.1 -2.0
Cl -0.499574 1.930389 -0.642791 -2.9 8.5 -0.1
C -1.003125 -2.380779 1.685652 -1.5 -0.2 0.4
O -1.234218 -1.211876 0.854322 -4.9 -3.8 -0.5
C -2.510778 -1.239460 0.169018 0.1 1.1 0.7
C -2.469506 -0.369316 -1.125152 -0.2 -1.8 0.4
N -1.170348 -0.640775 -1.828662 -6.5 -1.5 -2.3
C -1.086867 0.146655 -3.004408 -0.1 1.2 -2.3
C 0.313311 0.064999 -3.607118 -0.6 -0.5 0.9
O 1.298860 0.500951 -2.657878 0.1 -0.3 -4.7
C 2.566558 0.352410 -3.287335 1.6 -0.8 0.1
H 0.035764 -2.409557 2.014266 -0.1 -1.0 -0.7
H -1.336156 -3.323594 1.251733 0.4 0.1 -0.5
H -1.544140 -2.277087 2.626211 -0.4 0.2 0.0
H -3.240112 -0.731789 0.800233 -0.3 -0.1 0.3
H -2.900251 -2.246988 0.023085 0.4 -0.2 -0.3
H -2.726655 0.674187 -0.943238 0.7 -0.1 0.0
H -3.272963 -0.801173 -1.721854 -0.3 0.2 -0.3
H -1.412812 -1.545881 -2.205627 1.0 -0.9 0.4
H -1.402517 1.177669 -2.844833 0.2 -0.1 0.2
H -1.785576 -0.283525 -3.721938 0.0 0.2 -0.6
H 0.339031 0.599080 -4.556958 0.3 0.1 0.0
H 0.481117 -1.003648 -3.741051 0.3 -0.2 -0.5
H 2.809247 1.064992 -4.075653 -0.7 0.3 -0.4
H 2.818004 -0.643030 -3.653370 -0.7 -0.3 -0.1
H 3.343095 0.583829 -2.558283 -0.4 -1.3 -0.9
C 2.863429 1.821858 -1.300164 0.4 2.0 1.0
O 2.320658 0.685707 -0.647047 4.4 1.7 0.9
C 2.847493 0.563722 0.684420 -1.3 -1.0 0.3
C 2.021673 -0.540255 1.413583 0.4 -0.4 0.3
N 0.557936 -0.382879 1.330728 4.3 3.2 8.3
C 0.235572 0.843424 2.102189 -0.5 1.0 0.8
C -1.267618 0.978031 2.479189 1.2 0.1 -1.0
O -1.615050 0.038611 3.456008 1.0 -0.4 1.1
C -2.799972 0.360566 4.124417 -0.7 -0.5 -0.4
H 2.328942 2.090131 -2.211454 -0.2 0.2 1.0
H 3.894220 1.661887 -1.616354 0.3 0.2 0.6
H 2.844676 2.697284 -0.651037 -0.1 0.0 0.4
H 2.729899 1.539121 1.156506 0.2 0.0 0.3
H 3.887160 0.239976 0.733109 0.2 0.1 -0.4
H 2.359750 -0.629689 2.445965 0.2 0.2 0.2
H 2.083550 -1.511762 0.923247 1.3 0.2 0.2
H 0.133516 -1.044287 1.965171 1.3 0.4 -0.5
H 0.570185 1.702529 1.520753 -0.5 0.1 0.1
H 0.816496 0.905142 3.022404 0.1 -0.3 0.4
H -1.795660 0.767686 1.549126 -0.5 0.6 0.2
H -1.479725 1.968301 2.882269 0.1 0.3 -0.3
H -2.975265 -0.290514 4.980841 0.3 -0.3 -0.2
H -3.576353 0.194752 3.377532 -0.7 0.3 0.3
H -2.868957 1.368612 4.533288 0.3 0.4 -0.3


22
Properties=species:S:1:pos:R:3:forces:R:3 method="wB97M-V/def2-TZVPD" total_charge=+1 orbital_gap_ev=9.942
C -0.867832 -0.764390 0.133921 1.2 1.1 1.2
O -0.013856 -1.884491 0.245971 -0.5 -0.7 -1.6
C 0.058226 0.221741 -0.671349 -2.1 -0.4 1.0
C -0.752626 1.495545 -1.134140 -0.1 -0.6 0.2
C -1.277041 2.119856 0.176510 -0.3 -1.0 -2.7
C -0.539256 2.785791 1.008168 0.1 0.7 1.8
N 0.568673 -0.663465 -1.818419 -2.2 3.2 -0.8
H -0.897034 -0.353533 1.143774 -0.6 0.4 -0.1
H -1.922352 -0.888499 -0.216922 0.9 -0.4 -0.2
H -0.018482 -2.307230 1.097719 -0.2 -0.2 0.7
H 0.866230 0.374058 0.055576 0.0 0.5 -0.8
H -0.146285 2.223280 -1.632826 0.9 0.4 -0.2
H -1.506490 1.231741 -1.922932 0.2 -0.1 1.1
H -2.302173 2.058579 0.476486 -0.5 -1.1 -0.1
H 0.375506 3.336943 0.872862 0.5 -0.6 0.0
H -1.037514 2.751025 1.969742 0.4 1.3 0.4
H 1.451682 -1.072255 -1.673943 1.1 -1.0 0.2
H 0.562800 -0.038189 -2.628505 0.7 -0.2 -0.2
H -0.215969 -1.270513 -1.987820 0.3 -1.3 -0.2
H 2.712981 -2.792688 2.069730 -0.5 0.6 -0.2
H 2.060690 -1.921586 0.960931 0.2 0.0 -0.9
O 2.052214 -2.095275 1.887330 0.4 -0.7 1.4


18
Properties=species:S:1:pos:R:3:forces:R:3 method="wB97M-V/def2-TZVPD" total_charge=0 smiles=CN[SiH](OC)OC orbital_gap_ev=9.996
C -2.359351 0.806972 -0.000985 -2.3 -2.7 -1.2
N -1.031100 1.181539 -0.250234 3.0 1.1 1.3
Si 0.274240 0.401823 0.642838 0.4 1.0 -2.0
O 1.667789 0.964877 -0.091000 -4.0 0.9 -0.1
C 2.849948 0.380783 0.220834 0.5 0.0 -1.5
O 0.225740 -1.234443 0.546653 -1.3 -1.2 -0.6
C -0.405541 -1.917081 -0.600252 -1.0 1.2 1.0
H -3.137110 1.556141 0.259276 0.9 -0.2 0.4
H -2.682465 0.443299 -1.031866 -0.6 -0.2 1.3
H -2.378711 -0.109511 0.723069 -0.3 1.7 -1.2
H -0.896262 2.158242 -0.533689 0.1 -0.8 0.1
H 0.430709 0.737211 2.021932 -0.2 0.0 1.0
H 2.828324 -0.635307 -0.064450 0.3 -1.5 0.2
H 3.104322 0.576041 1.201809 0.9 -0.1 2.3
H 3.505200 0.880858 -0.427039 1.8 0.4 -0.7
H 0.038850 -2.884323 -0.814494 0.9 0.6 -0.5
H -0.567846 -1.107271 -1.304286 0.9 -0.6 -1.3
H -1.466738 -2.199852 -0.498110 0.1 0.1 1.3


Ordered relative energy (zero: lowest compared OMol25 entry of this formula, charge and spin) results: 15.4 52.2 13.4 238.3 74.2 51.7; unit kcal per mole.